# 1
Computed, not measured: a cluster of 2 separate species, C6H14NO in total, with wB97M-V/def2-TZVPD.

```
22
Properties=species:S:1:pos:R:3
C -0.768 -1.329 1.711
C -0.962 -1.711 0.282
C -2.088 -1.853 -0.376
N 0.309 -2.055 -0.390
H -1.681 -0.911 2.113
H -0.505 -2.204 2.301
H 0.037 -0.608 1.815
H -2.147 -2.177 -1.401
H -3.029 -1.609 0.099
H 0.675 -2.942 -0.044
H 1.009 -1.292 -0.263
H 0.209 -2.145 -1.405
O 1.716 0.213 -0.632
C 1.249 1.317 -0.817
C 0.009 1.883 -0.234
C 0.239 3.300 0.295
H 1.795 2.005 -1.492
H -0.431 1.237 0.526
H -0.707 1.902 -1.072
H 0.847 3.260 1.201
H -0.709 3.755 0.558
H 0.754 3.927 -0.428
```

- Spin multiplicity: 1
- LUMO level: -3.054 eV
- ΔE to the lowest compared entry with this formula, charge and spin: 13.7 kcal/mol
- Frontier orbital gap: 0.4081 hartree
- Total energy: -9979.6505 eV
- Total charge: +1


# 2
Computed, not measured: a cluster of 9 separate species, C16H33Cl17O3P in total, with wB97M-V/def2-TZVPD.

```
70
Properties=species:S:1:pos:R:3
C 4.983 -1.888 -0.084
C 5.895 -0.638 -0.590
C 6.100 0.367 0.651
C 5.543 1.823 0.210
O 4.069 1.733 0.195
P 3.370 3.224 -0.148
Cl 3.539 3.717 -2.204
C 1.629 3.446 0.516
C 0.478 2.708 -0.323
C 0.789 1.190 -0.708
C 0.926 0.212 0.543
O 2.018 -0.341 0.812
O -0.179 -0.115 1.398
H 4.228 -2.200 -0.895
H 5.705 -2.751 0.141
H 4.391 -1.629 0.866
H 5.358 -0.049 -1.414
H 6.883 -0.993 -1.040
H 7.221 0.395 0.883
H 5.580 0.012 1.608
H 5.964 2.071 -0.823
H 5.933 2.563 0.984
H 4.194 4.209 0.523
H 1.405 4.578 0.444
H 1.593 3.217 1.646
H -0.458 2.698 0.352
H 0.168 3.313 -1.246
H 1.707 1.092 -1.385
H -0.115 0.824 -1.325
H -0.272 -1.091 1.272
C -2.554 -2.667 -0.421
Cl -1.746 -1.523 -1.502
Cl -1.383 -3.532 0.585
H -3.239 -2.120 0.225
H -3.107 -3.390 -1.020
C -0.399 2.014 4.033
Cl -1.695 2.960 3.292
Cl 0.726 3.053 4.918
H -0.836 1.295 4.724
H 0.147 1.488 3.252
C 2.530 6.317 5.753
Cl 3.292 7.476 4.657
Cl 3.740 5.423 6.681
H 1.883 6.855 6.443
H 1.941 5.612 5.168
C -2.531 4.388 -1.046
Cl -2.538 2.723 -1.638
Cl -3.752 4.627 0.205
H -1.551 4.606 -0.625
H -2.734 5.062 -1.876
C -5.478 -4.318 -2.993
Cl -4.669 -3.174 -4.071
Cl -4.307 -5.184 -1.988
H -6.167 -3.770 -2.345
H -6.031 -5.040 -3.593
C -9.196 -2.416 -2.875
Cl -7.543 -2.035 -2.375
Cl -9.241 -3.873 -3.875
H -9.805 -2.577 -1.987
H -9.592 -1.580 -3.449
C -7.456 -5.609 0.804
Cl -7.610 -4.955 -0.832
Cl -6.431 -4.579 1.810
H -8.445 -5.672 1.254
H -7.012 -6.602 0.747
C 4.903 -4.269 -3.486
Cl 4.673 -2.516 -3.459
Cl 4.126 -5.038 -2.098
H 4.468 -4.668 -4.400
H 5.969 -4.486 -3.459
```

- Spin multiplicity: 1
- LUMO level: -4.100 eV
- Frontier orbital gap: 0.2946 hartree
- Total energy: -245431.9658 eV
- Total charge: +1


# 3
Computed, not measured: a structure of composition C55H46F3N4OPPdSSb, with wB97M-V/def2-TZVPD.

```
113
Properties=species:S:1:pos:R:3
Pd 0.537 0.016 -0.454
C 0.988 -0.642 3.980
C 2.337 -0.946 4.110
C 3.175 -0.774 3.020
C 2.643 -0.335 1.809
N 1.335 -0.032 1.707
C 0.537 -0.158 2.762
C 3.436 -0.181 0.575
C 4.830 -0.176 0.527
C 5.456 -0.033 -0.704
C 4.694 0.083 -1.857
C 3.304 0.065 -1.746
N 2.718 -0.047 -0.548
C 2.393 0.195 -2.896
C 2.810 0.005 -4.212
C 1.914 0.214 -5.246
C 0.614 0.589 -4.943
C 0.256 0.717 -3.608
N 1.122 0.542 -2.617
H 0.303 -0.762 4.803
H 2.729 -1.299 5.051
H 4.227 -0.986 3.099
H -0.491 0.165 2.621
H 5.422 -0.274 1.422
H 6.533 0.005 -0.766
H 5.177 0.190 -2.814
H 3.816 -0.310 -4.429
H 2.236 0.109 -6.269
H -0.108 0.767 -5.722
H -0.756 0.993 -3.322
F 5.438 5.803 2.087
C 4.374 5.131 1.666
C 4.561 3.993 0.894
C 3.447 3.304 0.444
C 2.167 3.733 0.770
C 2.002 4.876 1.547
C 3.102 5.580 1.998
Sb 0.394 2.772 -0.013
C -0.175 4.422 -1.299
C 0.847 5.248 -1.754
C 0.547 6.378 -2.486
C -0.784 6.655 -2.774
F -1.080 7.740 -3.473
C -1.810 5.813 -2.365
C -1.498 4.681 -1.636
C -0.825 3.010 1.755
C -2.196 3.227 1.703
C -2.918 3.386 2.871
C -2.257 3.310 4.088
F -2.958 3.455 5.208
C -0.890 3.089 4.162
C -0.182 2.926 2.987
H 5.564 3.673 0.649
H 3.590 2.429 -0.178
H 1.010 5.221 1.803
H 2.990 6.469 2.600
H 1.882 5.027 -1.527
H 1.322 7.048 -2.828
H -2.833 6.054 -2.611
H -2.296 4.015 -1.335
H -2.706 3.307 0.754
H -3.976 3.597 2.867
H -0.402 3.062 5.123
H 0.889 2.777 3.032
N -1.352 -0.552 -0.126
P -2.438 -1.657 0.140
C -3.425 -2.038 -1.341
C -4.743 -2.454 -1.199
C -5.473 -2.758 -2.335
C -4.895 -2.623 -3.589
C -3.576 -2.216 -3.719
C -2.832 -1.916 -2.590
C -1.769 -3.235 0.779
C -2.303 -4.456 0.390
C -1.847 -5.620 0.990
C -0.856 -5.569 1.959
C -0.302 -4.350 2.319
C -0.756 -3.181 1.730
C -3.647 -1.034 1.361
C -4.205 -1.860 2.325
C -5.238 -1.370 3.113
C -5.694 -0.073 2.935
C -5.117 0.749 1.979
C -4.089 0.272 1.186
H -5.192 -2.550 -0.221
H -6.496 -3.086 -2.235
H -5.478 -2.839 -4.470
H -3.132 -2.121 -4.699
H -1.799 -1.596 -2.663
H -3.070 -4.508 -0.367
H -2.268 -6.569 0.695
H -0.524 -6.478 2.439
H 0.476 -4.307 3.068
H -0.340 -2.220 2.005
H -3.866 -2.879 2.446
H -5.698 -2.020 3.844
H -6.512 0.290 3.539
H -5.488 1.751 1.826
H -3.639 0.893 0.425
O 1.047 -2.108 -1.371
S 1.388 -3.339 -0.566
C 0.693 -4.746 -1.515
C 1.768 -5.815 -1.455
C 3.101 -5.132 -1.772
C 3.122 -3.789 -1.044
H 0.517 -4.359 -2.518
H -0.244 -5.059 -1.059
H 1.549 -6.615 -2.162
H 1.786 -6.246 -0.453
H 3.183 -4.969 -2.846
H 3.948 -5.748 -1.469
H 3.518 -2.978 -1.654
H 3.677 -3.831 -0.109
```

- Spin multiplicity: 5
- LUMO level (alpha / beta): -7.853 / -10.493 eV
- ΔE to the lowest compared entry with this formula, charge and spin: 17.3 kcal/mol
- Frontier orbital gap (alpha / beta): 0.2644 / 0.1792 hartree
- Total energy: -104057.3897 eV
- Total charge: +3